ORCA calculation (ωB97M-V with the def2-TZVPD basis set) on a 18-piece molecular cluster, C72H198N18O18 overall.

The value obtained for the total energy is -141539.39383 eV. The relative energy (zero: lowest compared OMol25 entry of this formula, charge and spin) is 324.8 kJ/mol. For the lowest unoccupied orbital energy, the calculation gives 0.4374 eV.

Element x y z (Å)
C -25.47045 11.43112 -13.62738
C -26.89953 10.98874 -13.79307
C -27.76878 12.00463 -14.45199
O -28.15550 13.01477 -13.57989
C -28.95408 13.90671 -14.20397
N -26.92254 9.81197 -14.63971
H -25.30514 12.34644 -13.08299
H -24.98425 11.57143 -14.63157
H -24.88974 10.67235 -13.09486
H -27.38316 10.81498 -12.87185
H -28.66132 11.41335 -14.77448
H -27.27795 12.34379 -15.34170
H -29.83537 13.47291 -14.68046
H -28.39702 14.44450 -14.99602
H -29.36200 14.71944 -13.58330
H -26.36980 9.09370 -14.14854
H -27.85201 9.43134 -14.68474
C -31.55205 20.32693 -21.17785
C -32.27660 19.26823 -21.91491
C -32.50678 17.99853 -21.14452
O -31.33628 17.56495 -20.54388
C -30.40451 16.88394 -21.44283
N -33.49402 19.92633 -22.45485
H -30.70661 19.91003 -20.66902
H -32.16768 20.80041 -20.42370
H -31.21587 21.06366 -21.92836
H -31.74918 18.94062 -22.82449
H -33.01709 17.26995 -21.78845
H -33.11475 18.25581 -20.29046
H -29.78072 16.23439 -20.83770
H -29.81814 17.62763 -21.95990
H -31.01268 16.33682 -22.17775
H -34.05697 19.18342 -22.82254
H -33.83734 20.35869 -21.63505
C -29.79374 4.57447 -12.02887
C -28.69826 5.53529 -12.49498
C -29.18485 6.02529 -13.83821
O -28.26665 6.87880 -14.53334
C -26.89305 6.39566 -14.62233
N -28.45990 6.66080 -11.63308
H -29.78416 3.72899 -12.73592
H -30.74104 5.14114 -12.02063
H -29.64805 4.15009 -11.07151
H -27.81247 4.98913 -12.75799
H -30.11376 6.59584 -13.70287
H -29.46865 5.11857 -14.38706
H -26.32663 6.51152 -13.73064
H -26.34052 6.90403 -15.42929
H -26.82156 5.34025 -14.93529
H -27.61787 6.59751 -11.01164
H -28.14299 7.44219 -12.16149
C -32.30702 20.38473 -16.79373
C -31.23725 19.38649 -16.35896
C -30.18467 19.30760 -17.45158
O -29.18112 18.36528 -17.23002
C -29.50001 17.02495 -17.55015
N -30.71923 19.61954 -14.97360
H -31.96346 21.41892 -16.67421
H -33.13488 20.25825 -16.08118
H -32.71145 20.09673 -17.74449
H -31.75153 18.38581 -16.26390
H -29.64348 20.27378 -17.51976
H -30.66435 19.19597 -18.44553
H -28.63304 16.35523 -17.47063
H -29.95151 16.99914 -18.50747
H -30.26641 16.60067 -16.88109
H -29.90981 19.01850 -14.78898
H -30.42230 20.58983 -14.92255
C -29.90662 9.39982 -24.74015
C -31.16888 8.46261 -24.58121
C -32.39933 9.30259 -24.19979
O -32.21225 10.18069 -23.12567
C -32.33675 9.59471 -21.84003
N -31.51718 7.76292 -25.78310
H -29.77965 9.96000 -23.80324
H -30.08904 10.10281 -25.51853
H -29.01837 8.79008 -25.02081
H -31.02363 7.69912 -23.80932
H -33.17103 8.56271 -24.00039
H -32.69692 9.82725 -25.09366
H -32.29236 10.39543 -21.11876
H -31.53489 8.93380 -21.68672
H -33.25756 9.05095 -21.62465
H -32.11395 8.37486 -26.30354
H -30.66455 7.62558 -26.32391
C -27.65616 3.37634 -19.21925
C -26.36206 3.45320 -18.42172
C -26.17304 4.85038 -17.90962
O -26.10972 5.84614 -18.89312
C -26.33215 7.16986 -18.25022
N -26.26412 2.52423 -17.31030
H -28.44119 3.44686 -18.46507
H -27.67364 2.41373 -19.72008
H -27.68654 4.11675 -20.03461
H -25.52506 3.18516 -19.02991
H -25.23180 4.97960 -17.33545
H -27.10112 5.05719 -17.31380
H -26.25864 7.90900 -19.01534
H -25.54441 7.32070 -17.56726
H -27.34163 7.20235 -17.71902
H -27.01780 2.68283 -16.63529
H -26.36908 1.57174 -17.67021
C -23.89881 10.10072 -17.17193
C -23.28152 8.77149 -16.66469
C -21.69174 9.05276 -16.35839
O -21.08354 9.60762 -17.50831
C -19.78775 10.15062 -17.19379
N -24.05986 8.37786 -15.53782
H -23.30971 10.36376 -18.03924
H -23.89275 10.92009 -16.46275
H -24.90720 10.00261 -17.57246
H -23.23297 8.03249 -17.44912
H -21.19732 8.07436 -16.12844
H -21.51066 9.69420 -15.46564
H -19.91829 11.14377 -16.80626
H -19.26560 10.27871 -18.19354
H -19.26841 9.48492 -16.50598
H -23.53484 7.77732 -14.85856
H -24.28058 9.17024 -14.99901
C -20.64407 14.73877 -13.44153
C -21.83828 13.82417 -13.13826
C -21.79311 12.43338 -13.80717
O -21.57407 12.48237 -15.17771
C -22.55192 13.08971 -15.88609
N -22.08724 13.57522 -11.69254
H -20.84323 15.08503 -14.47806
H -19.66743 14.19317 -13.32608
H -20.66156 15.59876 -12.75635
H -22.64805 14.39997 -13.57115
H -22.72873 11.99634 -13.61107
H -21.04342 11.78714 -13.33430
H -23.54275 12.88072 -15.51164
H -22.52344 12.75543 -16.92797
H -22.42931 14.19010 -15.88605
H -21.24138 13.18041 -11.29779
H -22.96517 13.12684 -11.46470
C -34.88141 11.74266 -19.87841
C -34.66863 10.88236 -18.67145
C -34.25557 11.72625 -17.43653
O -32.87927 12.01594 -17.46777
C -32.60693 13.25542 -16.81076
N -35.86175 10.00765 -18.44564
H -35.82284 12.34079 -19.68562
H -35.09637 11.12979 -20.72901
H -34.00388 12.37381 -20.04072
H -33.81301 10.18762 -18.78691
H -34.37938 11.17647 -16.48924
H -34.80855 12.70726 -17.36953
H -31.51147 13.33638 -16.82816
H -32.92688 13.28954 -15.76096
H -33.01027 14.10225 -17.38849
H -35.67484 9.45180 -17.59495
H -36.64845 10.64386 -18.32659
C -27.76624 13.79612 -19.04895
C -26.86334 12.83808 -19.84205
C -26.05601 12.05757 -18.84682
O -25.33637 12.88693 -17.94727
C -24.32947 13.71383 -18.51408
N -27.55526 11.92943 -20.66161
H -28.24377 13.32182 -18.18542
H -28.48423 14.27973 -19.76542
H -27.22601 14.62477 -18.60202
H -26.21558 13.42018 -20.47637
H -25.37025 11.41153 -19.34804
H -26.67444 11.34981 -18.33889
H -23.55106 13.09344 -19.04091
H -23.81388 14.31959 -17.78494
H -24.75283 14.46073 -19.20658
H -27.86020 12.40767 -21.51172
H -28.33250 11.53421 -20.12711
C -25.63322 17.60327 -18.97554
C -25.67282 17.77329 -17.41952
C -25.37368 16.52147 -16.63491
O -25.73009 16.65316 -15.30572
C -25.07325 15.82685 -14.39556
N -24.87511 18.94534 -16.97337
H -24.83997 16.87646 -19.27273
H -25.55040 18.50458 -19.55531
H -26.54634 17.05534 -19.35248
H -26.76073 17.98515 -17.22428
H -24.32448 16.28504 -16.79232
H -25.96208 15.67039 -17.04816
H -24.00077 15.97311 -14.34338
H -25.20453 14.75614 -14.65153
H -25.50807 16.02474 -13.39390
H -23.95352 18.82298 -17.48027
H -24.70278 18.79317 -15.98705
C -29.70361 13.16395 -24.98879
C -29.78247 13.99542 -23.74146
C -30.52133 13.19985 -22.66424
O -30.64938 13.89514 -21.46524
C -31.50852 13.32682 -20.56492
N -28.40576 14.21017 -23.23020
H -30.73882 13.33400 -25.43626
H -29.59005 12.08860 -24.83272
H -28.91530 13.52425 -25.65926
H -30.28357 14.95873 -23.87154
H -29.89404 12.25566 -22.50425
H -31.52632 12.87871 -22.91983
H -31.52105 13.91208 -19.65528
H -31.14748 12.36576 -20.17303
H -32.52483 13.30195 -20.96124
H -28.47910 14.78943 -22.37917
H -27.89502 14.74446 -23.88271
C -19.45575 14.18140 -23.78773
C -18.74687 13.77413 -22.52054
C -19.34056 12.40842 -22.13346
O -20.58055 12.61829 -21.56484
C -21.22824 11.42386 -21.20433
N -17.32929 13.72935 -22.69093
H -19.49135 15.23241 -23.92093
H -20.47804 13.85825 -23.64444
H -19.06966 13.69069 -24.68266
H -19.07046 14.40224 -21.70842
H -18.67968 11.87259 -21.42279
H -19.38840 11.77451 -23.01473
H -22.27562 11.61132 -20.88343
H -20.69295 10.93034 -20.36953
H -21.26686 10.72600 -22.05252
H -16.90135 12.93277 -22.26559
H -17.06782 13.79729 -23.65272
C -24.71509 11.22440 -24.45315
C -26.10318 10.51027 -24.33512
C -26.21416 9.71458 -23.06122
O -25.22113 8.69089 -23.03640
C -25.01250 8.07929 -21.81027
N -27.24330 11.42453 -24.44013
H -24.31425 11.42272 -23.45968
H -24.84463 12.02847 -25.22487
H -24.00151 10.53264 -24.97818
H -26.19878 9.79011 -25.18162
H -27.18859 9.26049 -22.95569
H -26.08892 10.35036 -22.15040
H -25.78099 7.35476 -21.51851
H -24.83862 8.78280 -20.98413
H -24.13394 7.46784 -21.89341
H -27.17730 11.95536 -25.28289
H -27.23919 12.07536 -23.64999
C -29.57098 9.60288 -16.79877
C -29.56884 9.14578 -18.27696
C -30.30348 7.80067 -18.20833
O -30.55308 7.24182 -19.51367
C -29.49047 6.73457 -20.32531
N -30.13301 10.15717 -19.13286
H -28.88797 10.50061 -16.68743
H -29.16555 8.87523 -16.14560
H -30.59394 9.94442 -16.58045
H -28.53913 8.97582 -18.56886
H -31.32754 7.81034 -17.85450
H -29.74808 7.13037 -17.55954
H -29.81089 6.38994 -21.29198
H -29.00679 5.88365 -19.91192
H -28.75284 7.53915 -20.60792
H -30.47056 9.75900 -19.98941
H -30.88603 10.62482 -18.65896
C -33.76775 7.86288 -10.71049
C -32.51558 8.30655 -9.91691
C -31.89872 9.52009 -10.61448
O -31.33075 9.04436 -11.81354
C -30.65754 10.02773 -12.44635
N -32.76990 8.67749 -8.51383
H -33.48662 7.71884 -11.73019
H -34.50897 8.61857 -10.64017
H -34.07086 6.83028 -10.42456
H -31.72014 7.52531 -9.97863
H -31.04113 9.98586 -10.02588
H -32.76035 10.22245 -10.93148
H -31.30426 10.91336 -12.67422
H -30.25696 9.71658 -13.38789
H -29.81477 10.35722 -11.82310
H -32.16043 8.13697 -7.96504
H -33.74798 8.45763 -8.30623
C -26.47919 17.05320 -22.65591
C -25.74379 16.48770 -23.87218
C -24.99731 15.20112 -23.59027
O -23.98414 15.37204 -22.55787
C -23.42542 14.09963 -22.16230
N -26.76893 16.25361 -24.89716
H -25.84188 17.41961 -21.82994
H -27.09393 16.22975 -22.29721
H -27.15609 17.86688 -23.08207
H -24.98793 17.20128 -24.21492
H -24.60154 14.83084 -24.54800
H -25.64471 14.38998 -23.22151
H -22.58238 14.35995 -21.51426
H -23.04458 13.50047 -22.98264
H -24.16287 13.55201 -21.56617
H -26.39034 16.21414 -25.81129
H -27.42911 17.04629 -24.92450
C -21.50883 16.89080 -20.57940
C -21.41034 15.97264 -19.33103
C -20.02622 15.43329 -19.00696
O -19.92867 14.90651 -17.65958
C -18.70525 14.16378 -17.39873
N -22.01384 16.70403 -18.18094
H -22.51763 16.86178 -20.97050
H -20.96023 16.50314 -21.43558
H -21.18215 17.91126 -20.38516
H -22.10696 15.14911 -19.59348
H -19.26816 16.27807 -19.08036
H -19.67257 14.68021 -19.66161
H -18.63103 13.15722 -17.82351
H -18.60030 14.11874 -16.32198
H -17.89111 14.82966 -17.78295
H -21.42375 17.50867 -17.99588
H -21.93927 16.07737 -17.37960

Forces on the atoms, in the same order (eV/Å):
C 1.09 -0.21 -0.78
C 0.35 0.53 -0.59
C -1.05 -1.24 -0.31
O 0.92 -0.76 1.38
C -1.11 2.56 -1.59
N 0.98 -0.83 0.43
H -0.38 0.48 0.28
H -0.59 -0.21 0.76
H 0.03 -0.13 -0.02
H -0.27 -0.32 1.65
H 0.14 0.64 0.03
H 0.31 0.73 -0.79
H -0.12 -0.47 -0.12
H -0.12 -0.16 -0.03
H 0.48 -0.55 0.50
H -0.29 0.23 -0.62
H -0.38 -0.19 -0.02
C 1.05 0.48 -0.53
C -0.46 0.02 -2.28
C -0.48 0.94 0.60
O 1.49 -1.58 -0.26
C -1.54 0.82 0.39
N 1.70 -0.98 -0.15
H 0.66 -0.07 0.26
H -0.33 0.21 0.15
H -0.12 -0.04 0.62
H 0.51 0.33 0.21
H 0.15 -0.28 0.19
H -0.83 -0.11 0.29
H -0.06 -0.09 -0.08
H 0.45 0.24 -0.22
H 0.45 -0.18 0.26
H -1.02 0.04 0.02
H -1.58 0.46 0.58
C 0.07 0.47 -0.91
C -0.48 -0.12 -0.49
C -0.15 0.33 -0.21
O 0.92 -0.49 0.00
C -0.84 -0.45 -1.67
N 1.39 0.35 1.88
H -0.48 0.30 0.18
H 0.17 -0.52 -0.09
H 0.35 -0.22 1.18
H 0.78 -0.62 0.36
H 0.29 0.17 -0.09
H 0.34 0.20 -0.53
H 0.25 0.23 1.11
H -0.62 0.38 0.41
H -0.42 0.08 0.33
H -1.25 -0.84 -0.40
H -0.34 0.86 -1.01
C -0.21 -0.39 2.15
C -0.31 -1.40 0.60
C 0.19 0.92 -0.44
O 0.88 -0.75 0.31
C -0.51 -0.11 1.11
N -0.31 0.24 -1.07
H -0.04 -0.12 -0.60
H 0.08 0.26 -0.12
H 0.08 0.34 -0.74
H 0.47 0.76 -0.40
H -0.27 -0.25 0.22
H 0.08 -0.37 0.36
H 0.04 0.59 -0.14
H -0.21 -0.23 -1.35
H 0.12 0.16 0.20
H -0.30 0.36 -0.27
H 0.24 -0.10 0.19
C -0.73 -1.80 1.07
C 0.99 1.32 0.69
C 0.55 -1.31 0.28
O -0.65 0.34 0.05
C -0.51 0.68 -0.40
N 0.41 -0.57 -0.50
H 0.42 -0.25 -0.32
H -0.21 0.60 -0.75
H -0.42 0.51 0.44
H 0.37 0.25 0.19
H -0.53 0.04 0.23
H -0.13 0.80 -0.16
H 0.13 0.39 0.17
H 1.20 -1.09 0.45
H -0.33 -0.04 -0.55
H -0.28 0.15 -0.79
H -0.38 -0.15 -0.09
C 0.70 -0.30 -0.20
C 0.25 0.24 -0.51
C -0.05 0.89 1.05
O -0.87 1.66 -0.18
C -1.27 -2.27 -0.64
N -0.49 -0.36 0.42
H -0.50 0.18 -0.50
H -0.38 -0.33 0.08
H -0.20 0.01 0.65
H 0.63 0.04 -0.82
H -0.65 -0.55 0.42
H 0.75 -0.09 0.29
H -0.19 0.45 -0.65
H 0.87 0.31 1.16
H 1.23 -0.09 -0.69
H 0.20 -0.15 -0.25
H 0.01 0.38 0.31
C 0.41 -1.04 -1.11
C 2.06 2.62 0.20
C -1.12 -0.74 0.19
O 0.33 0.04 0.38
C -0.52 -0.23 -2.05
N 0.90 -2.60 1.28
H 0.29 0.55 -0.18
H 0.15 -0.16 0.24
H -0.17 -0.35 0.43
H -0.43 -0.39 -0.29
H -0.35 0.38 -0.09
H -0.53 -0.05 -0.46
H 0.03 0.47 0.68
H -0.31 -0.46 1.26
H 0.33 0.09 -0.09
H -0.47 0.35 -1.04
H -0.54 1.33 0.56
C 0.13 -0.75 0.20
C -0.03 -0.68 0.81
C 0.99 1.39 0.27
O 1.93 -1.42 0.20
C -0.86 1.43 -1.48
N 0.74 1.39 -0.89
H 0.83 -0.12 0.52
H -0.77 0.62 -0.35
H 0.02 -0.23 -0.27
H -0.73 -0.24 0.28
H -1.56 -0.84 0.28
H 0.18 0.28 -0.22
H -0.56 -0.14 0.24
H 0.20 0.01 0.24
H -0.08 -0.12 -0.08
H -0.58 -0.31 0.34
H 0.44 -0.26 -0.07
C -0.95 0.67 0.64
C 0.36 -1.06 1.28
C -0.61 0.27 0.38
O 0.40 0.87 -0.21
C 1.10 -0.30 -0.56
N 1.17 0.72 0.24
H 1.10 -0.19 -0.30
H 0.10 -0.30 -0.67
H -0.41 0.05 -0.08
H -0.25 0.28 -0.31
H -0.68 -0.05 -0.24
H 0.06 -0.95 -0.17
H -0.23 0.14 0.10
H -0.22 -0.14 -0.22
H -0.13 -0.19 0.27
H -0.62 0.54 -0.56
H -0.11 -0.49 0.38
C -0.40 1.02 -0.82
C -0.09 1.05 1.53
C 1.30 0.76 -0.52
O 0.13 0.27 1.00
C -0.11 -0.63 -1.29
N -0.78 -0.95 -0.93
H -0.36 -0.26 -0.40
H 0.17 -0.63 0.78
H 0.45 0.15 -0.02
H 0.44 0.36 -0.27
H 0.89 -0.45 -0.84
H -0.73 -0.05 1.06
H -0.63 0.45 0.22
H -0.15 -0.22 0.67
H 0.05 -0.34 -0.13
H -0.38 -0.33 0.36
H -0.15 -0.01 -0.57
C -0.17 -2.57 0.43
C -2.09 1.23 -0.67
C -0.18 -1.27 -1.62
O -0.12 1.12 0.93
C -0.55 -0.85 0.52
N 1.02 -1.09 -1.44
H 0.01 0.81 0.17
H 0.16 0.56 0.14
H 0.51 0.72 0.61
H 0.94 0.18 0.18
H 0.49 -0.13 0.31
H 0.30 0.22 -0.11
H 0.45 0.45 -0.13
H -0.19 0.22 0.13
H 0.26 -0.19 -0.62
H -1.11 0.34 1.01
H 0.18 0.22 0.17
C -2.21 0.52 -1.09
C 0.94 -0.47 1.71
C 0.71 -1.61 -0.03
O 1.32 1.39 -0.24
C -0.29 -0.49 1.22
N -1.25 -0.41 1.74
H 1.36 -0.45 -0.18
H 0.18 0.37 0.28
H -0.31 -0.01 -0.02
H -0.15 -0.02 -0.40
H -0.76 0.86 -0.13
H -0.21 -0.18 -0.79
H -0.06 0.67 0.11
H -0.25 -0.35 -0.58
H -0.08 -0.37 -0.06
H 0.09 -0.47 -0.46
H 0.76 0.81 -1.03
C -0.54 -0.37 0.21
C -0.79 -1.42 -0.31
C 1.43 -0.16 0.30
O -1.09 0.27 0.25
C -0.35 -0.58 0.38
N 0.44 0.59 0.30
H 0.20 1.10 -0.31
H -0.46 0.04 -0.27
H 0.16 -0.03 0.09
H 0.16 0.73 0.35
H -0.03 0.21 0.03
H -0.19 -0.29 -0.41
H 0.72 0.21 -0.18
H -0.23 0.11 -0.25
H 0.02 0.05 0.06
H 0.28 -0.34 0.18
H 0.22 -0.10 -0.37
C -0.33 -1.49 -1.83
C 0.43 -0.02 -0.89
C 0.53 -0.14 1.32
O 0.03 0.56 -0.86
C -0.04 -0.40 0.65
N 0.30 -0.65 1.23
H 0.01 0.75 -0.23
H 0.32 -0.02 1.32
H -0.44 0.39 0.76
H 0.11 0.39 0.46
H -0.60 -0.15 -0.15
H -0.04 -0.07 -0.60
H -0.48 0.29 -0.01
H -0.18 0.14 -0.10
H 0.67 -0.17 -0.17
H 0.05 0.42 -0.45
H -0.12 0.03 -0.40
C 0.63 2.69 -1.55
C -0.35 -0.63 1.79
C 0.20 -0.39 -2.01
O 0.07 -0.52 -0.81
C 0.59 1.96 0.07
N 0.40 0.27 0.16
H -0.81 -0.83 -0.21
H -0.07 -1.00 0.68
H 0.25 -0.33 0.44
H 0.26 -0.22 -0.21
H -0.11 0.72 0.55
H 0.32 -0.39 0.03
H -1.11 0.00 -0.31
H 0.68 -0.53 0.89
H -0.32 -0.64 0.67
H -0.19 -0.19 -0.32
H -0.50 0.19 0.05
C 1.63 -1.57 0.97
C 0.63 0.19 -0.44
C -0.37 0.25 -0.43
O -0.89 -1.48 0.20
C 0.64 2.20 -0.44
N -1.49 0.25 -1.36
H 0.24 0.32 -0.88
H -1.03 0.42 0.16
H -0.32 0.91 0.33
H -0.64 0.29 0.07
H -1.46 -0.19 -0.30
H 1.41 -0.33 0.96
H 0.34 -0.34 0.25
H 0.21 -0.62 -0.65
H 0.07 0.33 -0.09
H 0.49 -0.67 1.19
H 0.62 0.01 0.33
C -0.37 0.58 -0.67
C 0.28 0.60 0.48
C 0.29 -0.90 0.93
O -0.35 -0.54 -1.33
C -0.10 1.35 0.61
N -0.82 0.46 0.58
H -0.28 -0.14 -0.64
H -0.20 0.25 0.35
H 0.79 -0.77 1.06
H 0.01 0.19 0.02
H 0.48 0.03 0.21
H -0.38 0.29 -0.18
H -0.11 -0.21 -0.13
H -0.12 -0.02 -0.34
H -0.01 -0.21 -0.20
H 0.60 -0.24 -0.95
H 0.50 -0.58 0.16
C 0.46 -0.74 0.13
C -1.26 0.25 -0.21
C 1.47 1.35 1.28
O -0.19 -0.77 -0.33
C -0.10 2.12 -0.62
N 0.25 -0.74 -0.58
H -0.45 0.36 0.35
H 0.57 -0.12 0.09
H -0.02 0.03 0.06
H 0.48 0.05 0.58
H -0.71 -0.59 0.03
H -0.02 -0.85 -1.06
H -0.37 0.20 -0.23
H -0.14 -0.14 0.18
H -0.17 -0.85 0.22
H 0.02 0.03 0.20
H 0.08 0.33 0.04

Atomic partial charges in e from the Löwdin method, atoms 1 to 6: -0.052, -0.441, -0.230, -0.137, -0.152, 0.084